1.
C4H12N2O3 | ωB97M-V/def2-TZVPD

Results
Kohn-Sham gap, eV: 9.775
Structure (SMILES): NC(=O)C[C@@H](N)CO.O
Total charge: 0
M, g mol⁻¹: 136.2
Relative energy (zero: lowest compared OMol25 entry of this formula, charge and spin), eV: 0.534

Geometry as XYZ:
```
21
C4H12N2O3 | the OMol25 dataset | ωB97M-V/def2-TZVPD
O 0.561 1.276 2.556
O -0.190 -2.099 -2.289
O -1.030 2.634 -0.243
N -0.660 -1.135 1.440
N -0.564 0.110 -2.077
C 0.219 -0.243 0.696
C 0.022 -1.052 -1.698
C 0.901 -0.982 -0.460
C 1.238 0.389 1.636
H -0.418 0.972 -1.576
H -1.457 -0.638 1.806
H -1.224 0.075 -2.832
H 1.851 -0.316 2.209
H -0.260 0.647 0.291
H 1.905 1.050 1.095
H -0.922 -1.975 0.945
H -1.603 3.359 -0.528
H -0.998 2.635 0.722
H 1.281 -1.951 -0.149
H 1.777 -0.391 -0.741
H -0.059 0.740 3.064
```

These are the Mulliken partial charges, in e, on atoms 1 to 6: O -0.56; O -0.65; O -0.62; N -0.67; N -0.31; C 1.24

***

2.
C4H12N2O3 | ωB97M-V/def2-TZVPD

Results
Kohn-Sham gap, eV: 9.849
Structure (SMILES): C[C@@H](CN)NC(=O)O.O
Total charge: 0
M, g mol⁻¹: 136.2
Relative energy (zero: lowest compared OMol25 entry of this formula, charge and spin), eV: 2.966

Geometry as XYZ:
```
21
C4H12N2O3 | the OMol25 dataset | ωB97M-V/def2-TZVPD
O -2.620 -1.475 -1.476
O -0.011 -1.989 1.941
O -1.237 -2.686 0.190
N 1.152 2.758 0.516
N -0.642 -0.447 0.361
C 1.786 0.046 -0.475
C 0.562 0.430 0.451
C -0.526 -1.714 0.896
C 0.059 1.872 0.041
H 2.005 -1.058 -0.335
H 1.607 -0.029 -1.488
H 0.963 0.406 1.478
H -2.383 -2.311 -0.793
H 1.118 2.930 1.496
H 0.937 3.803 0.158
H -0.933 -3.627 0.496
H -0.220 2.046 -0.961
H -2.190 -1.795 -2.139
H -0.830 2.279 0.535
H 2.683 0.946 -0.316
H -1.279 -0.387 -0.575
```

These are the Mulliken partial charges, in e, on atoms 1 to 6: O -0.74; O -0.56; O -0.53; N -0.66; N -0.20; C -1.32

***

3.
C4H12N2S | ωB97M-V/def2-TZVPD

Results
Kohn-Sham gap, eV: 6.489
Total charge: 0
M, g mol⁻¹: 120.2
Relative energy (zero: lowest compared OMol25 entry of this formula, charge and spin), eV: 2.008

Geometry as XYZ:
```
19
C4H12N2S | the OMol25 dataset | ωB97M-V/def2-TZVPD
S -0.885 -1.937 0.609
N -1.106 1.799 -0.829
N -0.949 1.338 1.529
C 1.971 -1.430 1.091
C -0.970 1.272 -2.181
C -0.662 1.121 0.227
C 0.915 -2.152 0.239
H 1.853 -1.698 2.156
H -1.540 2.163 1.813
H -1.236 0.174 -2.096
H -1.156 0.477 2.080
H -1.709 1.761 -2.845
H 0.138 0.310 0.087
H 0.042 1.418 -2.538
H 1.868 -0.318 1.014
H 1.124 -1.915 -0.840
H 2.980 -1.719 0.772
H -1.786 2.532 -0.596
H 1.108 -3.197 0.307
```

These are the Mulliken partial charges, in e, on atoms 1 to 6: S -0.51; N -0.15; N -0.42; C -0.80; C -0.80; C 0.19

***

4.
C4H12N2S | ωB97M-V/def2-TZVPD

Results
Kohn-Sham gap, eV: 9.522
Structure (SMILES): N/C=C/N.CCS
Total charge: 0
M, g mol⁻¹: 120.2
Relative energy (zero: lowest compared OMol25 entry of this formula, charge and spin), eV: 0.939

Geometry as XYZ:
```
19
C4H12N2S | the OMol25 dataset | ωB97M-V/def2-TZVPD
S 1.482 1.486 -0.402
N 1.446 -2.631 1.504
N -1.760 -0.757 1.338
C 0.229 -1.982 1.865
C -0.548 -1.420 0.960
C -0.089 2.013 -1.145
C -0.013 1.860 -2.655
H -0.293 3.046 -0.860
H -0.906 1.403 -0.769
H 1.607 -3.458 2.060
H 2.258 -2.033 1.589
H -0.941 2.178 -3.126
H -0.094 -2.074 2.903
H -0.217 -1.418 -0.078
H -2.499 -0.992 0.686
H 0.793 2.461 -3.077
H 0.183 0.825 -2.928
H 1.021 1.243 0.831
H -1.660 0.251 1.305
```

These are the Mulliken partial charges, in e, on atoms 1 to 6: S -0.22; N -0.55; N -0.64; C -0.08; C -0.36; C -0.16

***

5.
C4H12N2S | ωB97M-V/def2-TZVPD

Results
Kohn-Sham gap, eV: 6.195
Total charge: 0
M, g mol⁻¹: 120.2
Relative energy (zero: lowest compared OMol25 entry of this formula, charge and spin), eV: 5.566

Geometry as XYZ:
```
19
C4H12N2S | the OMol25 dataset | ωB97M-V/def2-TZVPD
S 0.453 -0.128 -1.541
N 0.098 -2.765 0.092
N -1.465 2.407 -1.391
C 0.147 -2.323 2.515
C -0.002 2.561 -1.396
C 0.707 1.448 -0.696
C 0.120 -1.913 1.210
H 0.406 1.401 0.392
H -1.111 -0.857 0.363
H 0.483 -1.709 3.314
H 0.599 -0.958 1.008
H -1.734 1.458 -1.553
H -0.135 -3.328 2.824
H 1.790 1.666 -0.683
H 0.203 3.582 -0.909
H 0.243 -2.265 -0.789
H 0.294 2.615 -2.439
H -1.798 2.678 -0.464
H 0.703 -3.569 0.143
```

These are the Mulliken partial charges, in e, on atoms 1 to 6: S -0.29; N -0.48; N -0.59; C -0.79; C -0.52; C -0.51

***

6.
C4H12N2S | ωB97M-V/def2-TZVPD

Results
Kohn-Sham gap, eV: 2.987
Total charge: 0
M, g mol⁻¹: 120.2
Relative energy (zero: lowest compared OMol25 entry of this formula, charge and spin), eV: 6.696

Geometry as XYZ:
```
19
C4H12N2S | the OMol25 dataset | ωB97M-V/def2-TZVPD
S -2.885 -1.359 1.879
N -0.446 -2.537 -0.397
N 1.096 0.233 -0.995
C -0.069 0.742 1.005
C 1.142 0.793 -2.283
C 0.126 0.453 2.280
C 1.010 1.156 0.056
H -0.134 -1.719 -0.902
H 0.927 2.196 -0.308
H -0.703 0.291 2.960
H 1.105 0.505 2.720
H 1.560 1.814 -2.311
H -3.463 -0.193 1.551
H -1.059 0.753 0.568
H 1.742 0.185 -2.962
H -1.099 -2.247 0.330
H 1.998 1.242 0.560
H -0.986 -3.131 -1.019
H 0.136 0.823 -2.733
```

These are the Mulliken partial charges, in e, on atoms 1 to 6: S -0.46; N -0.63; N -0.16; C -0.04; C -0.83; C -0.72

***

7.
C4H12N2S | ωB97M-V/def2-TZVPD

Results
Multiplicity: 2
Kohn-Sham gap (alpha / beta), eV: 10.489 / 5.053
Total charge: +1
M, g mol⁻¹: 120.2
Relative energy (zero: lowest compared OMol25 entry of this formula, charge and spin), eV: 1.586

Geometry as XYZ:
```
19
C4H12N2S | the OMol25 dataset | ωB97M-V/def2-TZVPD
S 1.806 -2.858 -0.713
N -0.327 -0.697 -0.256
N -1.006 2.340 -0.132
C 2.006 -1.056 -0.774
C 1.026 -0.388 0.166
C -1.268 1.352 0.917
C -1.443 -0.145 0.402
H 1.187 0.687 0.099
H 1.853 -0.692 -1.794
H -2.258 1.660 1.248
H -0.058 2.265 -0.501
H 3.011 -0.767 -0.484
H -1.746 -0.767 1.251
H -0.336 -0.692 -1.277
H -2.326 -0.048 -0.218
H -0.505 1.403 1.685
H -1.576 2.070 -0.936
H 0.787 -2.886 0.154
H 1.172 -0.781 1.162
```

These are the Mulliken partial charges, in e, on atoms 1 to 6: S -0.10; N 0.12; N -0.50; C -0.69; C -0.74; C -0.58

***

8.
C4H12N2S2 | ωB97M-V/def2-TZVPD

Results
Kohn-Sham gap, eV: 9.161
Structure (SMILES): CNC[C@H](N)CSS
Total charge: 0
M, g mol⁻¹: 152.3
Relative energy (zero: lowest compared OMol25 entry of this formula, charge and spin), eV: 0.986

Geometry as XYZ:
```
20
C4H12N2S2 | the OMol25 dataset | ωB97M-V/def2-TZVPD
S 2.291 0.708 1.793
S 3.118 2.412 1.022
N -1.146 -1.463 0.255
N -0.091 2.053 -0.436
C -0.123 0.861 0.447
C 1.259 0.101 0.391
C -1.165 -0.072 -0.279
C -1.723 -2.499 -0.645
H -0.855 -2.813 -1.239
H 1.190 -0.942 0.516
H 0.297 2.972 -0.016
H -2.432 -2.047 -1.334
H -1.697 -1.440 1.061
H 0.468 1.826 -1.201
H 1.776 0.429 -0.518
H -2.159 0.303 -0.323
H -0.830 -0.106 -1.317
H -0.446 1.119 1.499
H -2.042 -3.413 -0.132
H 4.310 2.011 0.457
```

These are the Mulliken partial charges, in e, on atoms 1 to 6: S -0.07; S -0.24; N -0.30; N -0.68; C 0.11; C -0.70

***

In the order shown, the computed max |F| values come out to 1.0, 9.1, 2.3, 0.9, 2.0, 1.3, 1.8, 3.8 eV/Å.